# 1
{"formula": "C39H35ClIrN4OPS", "method": "ωB97M-V with the def2-TZVPD basis set", "elements": ["Ir", "C", "C", "C", "C", "C", "C", "N", "C", "C", "C", "C", "C", "C", "N", "N", "C", "C", "C", "C", "C", "N", "H", "H", "H", "H", "H", "H", "H", "H", "H", "H", "H", "H", "H", "Cl", "C", "C", "C", "C", "C", "C", "P", "C", "C", "C", "C", "C", "C", "C", "C", "C", "C", "C", "C", "H", "H", "H", "H", "H", "H", "H", "H", "H", "H", "H", "H", "H", "H", "O", "S", "C", "C", "C", "C", "H", "H", "H", "H", "H", "H", "H", "H"], "positions_angstrom": [[0.246, 0.099, -0.112], [1.351, -5.392, 0.674], [0.053, -5.150, 1.108], [-0.379, -3.854, 1.322], [0.492, -2.787, 1.089], [1.780, -3.030, 0.619], [2.213, -4.331, 0.428], [0.075, -1.447, 1.267], [-0.712, -1.132, 2.243], [-0.857, -1.875, 3.486], [-1.698, -1.429, 4.422], [-2.503, -0.236, 4.222], [-2.414, 0.524, 3.112], [-1.505, 0.118, 2.088], [-1.286, 0.702, 0.955], [-1.951, 1.819, 0.511], [-1.456, 2.371, -0.511], [-2.207, 3.452, -1.146], [-1.935, 4.068, -2.310], [-0.743, 4.018, -3.115], [0.512, 3.582, -2.799], [-0.278, 1.810, -1.183], [1.685, -6.408, 0.519], [-0.626, -5.975, 1.273], [-1.404, -3.667, 1.617], [2.457, -2.197, 0.471], [3.226, -4.519, 0.099], [-0.236, -2.739, 3.669], [-1.770, -1.950, 5.367], [-3.178, 0.063, 5.014], [-2.998, 1.422, 2.980], [-3.141, 3.683, -0.649], [-2.702, 4.727, -2.699], [-0.841, 4.456, -4.104], [1.342, 3.737, -3.473], [2.467, 1.075, 1.625], [3.803, 0.260, 0.845], [4.943, 0.029, 1.587], [6.017, -0.609, 0.974], [5.942, -1.000, -0.354], [4.790, -0.757, -1.087], [3.700, -0.118, -0.495], [2.153, 0.158, -1.372], [2.142, 1.995, -1.599], [0.835, 2.702, -1.541], [0.894, 4.109, -1.145], [2.148, 4.791, -1.083], [3.301, 4.130, -1.345], [3.287, 2.716, -1.559], [2.283, -0.596, -3.001], [1.950, -1.947, -3.131], [2.111, -2.582, -4.352], [2.582, -1.871, -5.449], [2.906, -0.527, -5.324], [2.767, 0.111, -4.102], [4.998, 0.340, 2.621], [6.915, -0.797, 1.546], [6.782, -1.495, -0.821], [4.731, -1.066, -2.123], [-0.656, 1.379, -2.103], [-0.006, 4.621, -0.837], [2.145, 5.840, -0.819], [4.250, 4.646, -1.318], [4.244, 2.210, -1.591], [1.583, -2.503, -2.274], [1.874, -3.633, -4.452], [2.705, -2.367, -6.402], [3.276, 0.022, -6.179], [3.044, 1.153, -4.005], [-1.302, 0.263, -3.041], [-1.405, -0.926, -2.122], [-1.482, -2.388, -3.189], [-2.937, -2.450, -3.636], [-3.763, -2.233, -2.371], [-3.164, -1.030, -1.638], [-1.196, -3.245, -2.573], [-0.746, -2.237, -3.974], [-3.148, -3.412, -4.101], [-3.130, -1.669, -4.373], [-3.701, -3.119, -1.737], [-4.817, -2.059, -2.584], [-3.246, -1.083, -0.554], [-3.567, -0.077, -1.984]], "lowdin_charge": [1.138, -0.042, -0.042, -0.031, -0.280, -0.040, -0.051, -0.064, -0.214, -0.003, -0.016, -0.013, 0.004, -0.214, -0.169, 0.160, -0.305, 0.036, -0.032, 0.040, -0.008, -0.076, 0.122, 0.123, 0.124, 0.081, 0.118, 0.130, 0.130, 0.128, 0.121, 0.139, 0.133, 0.148, 0.161, 0.805, -0.623, -0.061, -0.014, -0.024, -0.045, -0.407, 0.912, -0.260, -0.349, 0.008, 0.015, 0.013, -0.034, -0.374, -0.117, -0.055, -0.026, -0.035, -0.065, 0.126, 0.132, 0.128, 0.118, 0.072, 0.147, 0.143, 0.137, 0.131, 0.096, 0.123, 0.126, 0.124, 0.105, -0.462, 0.968, -0.254, -0.189, -0.189, -0.249, 0.117, 0.098, 0.142, 0.133, 0.128, 0.138, 0.095, 0.113], "e_lumo_ev": [-10.99, -11.08], "charge": 3, "energy_ev": -84475.690, "de_lowest_kj_mol": 407.2, "multiplicity": 2}



# 2
{"formula": "C5H4", "method": "ωB97M-V with the def2-TZVPD basis set", "elements": ["C", "C", "C", "C", "C", "H", "H", "H", "H"], "positions_angstrom": [[0.846, -2.202, 1.005], [0.491, 1.603, -1.621], [0.130, -1.268, 0.638], [0.038, 1.095, -0.626], [-0.894, 0.500, 0.221], [1.348, -3.110, 0.907], [1.246, 1.810, -2.318], [-0.972, 0.984, 1.209], [-1.766, -0.021, -0.076]], "lowdin_charge": [-0.007, 0.167, -0.033, -0.160, -0.128, -0.015, 0.032, 0.083, 0.060], "e_lumo_ev": [0.86, -3.71], "energy_ev": -5239.165, "de_lowest_kj_mol": 359.7, "multiplicity": 3}



# 3
{"formula": "C38H41ClNO9S2SiV", "method": "ωB97M-V with the def2-TZVPD basis set", "elements": ["V", "O", "Cl", "O", "O", "O", "O", "S", "C", "C", "C", "C", "S", "O", "C", "C", "C", "C", "C", "C", "C", "C", "C", "C", "C", "C", "H", "H", "H", "H", "H", "H", "H", "H", "H", "H", "H", "H", "H", "H", "H", "H", "H", "H", "C", "C", "O", "C", "C", "C", "C", "C", "C", "O", "H", "H", "H", "H", "H", "H", "H", "C", "C", "C", "C", "C", "C", "Si", "C", "C", "C", "C", "C", "C", "H", "H", "H", "H", "H", "H", "H", "H", "H", "H", "H", "C", "C", "N", "O", "H", "H", "H", "H", "H"], "positions_angstrom": [[-0.111, -0.586, -0.274], [0.276, -4.006, -1.320], [-0.653, -3.553, -0.348], [-1.749, -4.430, -0.182], [-0.014, -3.199, 0.895], [-1.250, -2.202, -0.860], [-1.534, -0.752, 1.568], [-2.428, -1.898, 2.019], [-4.133, -1.456, 1.555], [-4.197, -0.705, 0.222], [-4.433, 0.794, 0.407], [-3.462, 1.503, 1.342], [-1.872, 1.962, 0.640], [-1.509, 0.907, -0.430], [-2.381, 3.349, -0.337], [-2.666, 3.208, -1.682], [-3.081, 4.328, -2.390], [-3.203, 5.555, -1.757], [-2.907, 5.679, -0.404], [-2.487, 4.572, 0.315], [-2.551, -1.720, 3.776], [-3.235, -2.706, 4.476], [-3.355, -2.587, 5.851], [-2.781, -1.506, 6.509], [-2.083, -0.543, 5.796], [-1.961, -0.643, 4.416], [-4.587, -0.892, 2.371], [-4.637, -2.422, 1.495], [-5.031, -1.104, -0.356], [-3.306, -0.892, -0.372], [-5.425, 0.936, 0.845], [-4.460, 1.290, -0.566], [-3.231, 0.916, 2.229], [-3.851, 2.470, 1.672], [-2.569, 2.247, -2.162], [-3.313, 4.233, -3.443], [-3.526, 6.423, -2.317], [-2.992, 6.639, 0.087], [-2.236, 4.666, 1.366], [-3.658, -3.560, 3.961], [-3.886, -3.346, 6.410], [-2.870, -1.423, 7.584], [-1.626, 0.289, 6.316], [-1.406, 0.086, 3.840], [2.248, 0.645, 3.046], [2.003, 0.216, 1.635], [0.897, 0.461, 1.133], [3.042, -0.485, 0.887], [4.380, -0.452, 1.303], [5.355, -1.077, 0.551], [5.003, -1.762, -0.611], [3.687, -1.833, -1.037], [2.725, -1.189, -0.277], [1.430, -1.269, -0.650], [1.329, 1.046, 3.463], [3.022, 1.414, 3.084], [2.596, -0.203, 3.637], [4.659, 0.078, 2.204], [6.389, -1.041, 0.867], [5.772, -2.257, -1.191], [3.396, -2.365, -1.932], [3.235, -1.799, -5.149], [2.296, -2.628, -4.546], [1.252, -2.079, -3.817], [1.125, -0.694, -3.682], [2.075, 0.124, -4.297], [3.124, -0.422, -5.027], [-0.254, 0.111, -2.731], [-1.926, -0.186, -3.517], [-2.380, 0.817, -4.382], [-3.576, 0.690, -5.076], [-4.348, -0.450, -4.913], [-3.908, -1.465, -4.074], [-2.708, -1.337, -3.389], [4.049, -2.228, -5.720], [2.377, -3.703, -4.646], [0.538, -2.741, -3.341], [1.996, 1.202, -4.207], [3.849, 0.226, -5.504], [-0.043, 1.571, -2.768], [-1.781, 1.711, -4.530], [-3.898, 1.475, -5.748], [-5.281, -0.556, -5.450], [-4.496, -2.366, -3.958], [-2.386, -2.146, -2.747], [4.068, 1.741, -1.701], [2.916, 2.468, -1.054], [3.208, 3.681, -0.518], [1.791, 1.996, -0.984], [4.511, 2.346, -2.494], [3.707, 0.808, -2.123], [4.848, 1.531, -0.967], [4.101, 4.116, -0.662], [2.448, 4.236, -0.162]], "lowdin_charge": [0.898, -0.267, 0.730, -0.263, -0.334, -0.486, -0.582, 1.067, -0.278, -0.208, -0.192, -0.300, 1.103, -0.641, -0.382, -0.059, -0.047, -0.060, -0.064, -0.085, -0.385, -0.073, -0.060, -0.065, -0.063, -0.069, 0.101, 0.101, 0.125, 0.077, 0.127, 0.117, 0.068, 0.103, 0.082, 0.113, 0.112, 0.112, 0.114, 0.120, 0.114, 0.111, 0.110, 0.101, 0.030, -0.296, -0.049, -0.090, -0.011, -0.064, -0.033, 0.033, -0.242, -0.208, 0.090, 0.101, 0.109, 0.116, 0.111, 0.118, 0.122, -0.081, -0.081, -0.097, -0.303, -0.118, -0.083, 0.833, -0.296, -0.130, -0.081, -0.080, -0.074, -0.092, 0.105, 0.111, 0.090, 0.097, 0.104, 0.014, 0.095, 0.105, 0.106, 0.107, 0.084, 0.010, -0.558, 0.167, 0.006, 0.093, 0.063, 0.084, 0.105, 0.110], "e_lumo_ev": [-3.14, -2.92], "charge": 1, "energy_ev": -127736.115, "de_lowest_kj_mol": 509.3, "multiplicity": 2}



# 4
{"formula": "C27H34Cl2NO4P2Pd", "method": "ωB97M-V with the def2-TZVPD basis set", "elements": ["Pd", "O", "N", "C", "C", "C", "C", "C", "C", "C", "P", "C", "C", "C", "C", "C", "C", "C", "C", "C", "C", "C", "C", "H", "H", "H", "H", "H", "H", "H", "H", "H", "H", "H", "H", "H", "H", "H", "H", "C", "C", "C", "O", "C", "O", "O", "H", "H", "H", "H", "H", "H", "H", "Cl", "C", "Cl", "H", "H", "C", "P", "C", "C", "H", "H", "H", "H", "H", "H", "H", "H", "H"], "positions_angstrom": [[-0.480, 0.496, -0.832], [0.040, 3.191, 0.171], [-0.490, 1.982, 0.630], [-1.236, 2.166, 1.646], [-1.881, 1.122, 2.425], [-2.552, 1.564, 3.566], [-3.152, 0.666, 4.434], [-3.085, -0.690, 4.163], [-2.428, -1.140, 3.025], [-1.821, -0.249, 2.145], [-1.090, -1.056, 0.688], [-2.483, -1.981, 0.028], [-3.536, -1.226, -0.498], [-4.679, -1.856, -0.955], [-4.776, -3.243, -0.894], [-3.741, -3.994, -0.357], [-2.592, -3.368, 0.112], [0.185, -2.153, 1.316], [0.749, -1.901, 2.570], [1.745, -2.731, 3.060], [2.189, -3.809, 2.307], [1.640, -4.058, 1.055], [0.650, -3.229, 0.559], [0.695, 2.939, -0.492], [-1.356, 3.191, 1.986], [-2.598, 2.625, 3.776], [-3.669, 1.025, 5.313], [-3.553, -1.404, 4.827], [-2.409, -2.204, 2.820], [-3.475, -0.142, -0.529], [-5.496, -1.272, -1.357], [-5.669, -3.737, -1.254], [-3.830, -5.069, -0.287], [-1.805, -3.965, 0.553], [0.401, -1.075, 3.176], [2.163, -2.546, 4.040], [2.955, -4.465, 2.700], [1.974, -4.908, 0.475], [0.208, -3.449, -0.401], [5.889, 2.602, 1.314], [5.043, 3.741, 0.959], [5.500, 4.810, 0.060], [3.948, 3.855, 1.609], [3.328, 2.039, -1.630], [4.454, 1.801, -1.683], [2.180, 2.247, -1.573], [6.719, 3.034, 1.893], [6.343, 2.150, 0.432], [5.374, 1.878, 1.937], [6.179, 5.432, 0.662], [4.693, 5.446, -0.302], [6.094, 4.415, -0.763], [3.473, 4.690, 1.436], [-1.984, 2.277, -2.260], [-1.487, 3.789, -3.141], [-1.699, 3.611, -4.858], [-0.444, 3.959, -2.906], [-2.127, 4.572, -2.751], [-1.851, -1.648, -3.294], [-0.327, -0.904, -2.681], [0.228, 0.206, -4.007], [0.873, -2.259, -2.727], [-1.627, -2.186, -4.217], [-2.595, -0.878, -3.503], [-2.256, -2.344, -2.562], [0.291, -0.373, -4.931], [1.216, 0.613, -3.792], [-0.477, 1.019, -4.158], [1.096, -2.469, -3.775], [0.446, -3.159, -2.295], [1.798, -2.014, -2.207]], "lowdin_charge": [0.469, -0.053, -0.153, -0.045, -0.194, 0.003, -0.012, -0.008, -0.057, -0.286, 1.022, -0.396, -0.120, -0.045, -0.029, -0.036, -0.074, -0.348, -0.074, -0.044, -0.033, -0.039, -0.110, 0.029, 0.155, 0.129, 0.130, 0.130, 0.124, 0.098, 0.124, 0.126, 0.124, 0.106, 0.109, 0.121, 0.125, 0.124, 0.073, 0.049, -0.303, 0.049, 0.230, -0.361, 0.260, 0.156, 0.150, 0.119, 0.118, 0.150, 0.117, 0.124, 0.180, 0.547, -0.930, 0.619, 0.025, 0.044, -0.214, 0.730, -0.241, -0.229, 0.078, 0.063, 0.033, 0.075, 0.044, -0.011, 0.071, 0.039, 0.057], "e_lumo_ev": -9.06, "charge": 3, "energy_ev": -85309.044, "de_lowest_kj_mol": 254.3}



# 5
{"formula": "C28H49N5O4S4", "method": "ωB97M-V with the def2-TZVPD basis set", "elements": ["C", "S", "O", "C", "H", "H", "H", "H", "H", "H", "C", "S", "O", "C", "H", "H", "H", "H", "H", "H", "C", "S", "O", "C", "H", "H", "H", "H", "H", "H", "C", "S", "O", "C", "H", "H", "H", "H", "H", "H", "N", "C", "C", "C", "C", "H", "H", "H", "H", "H", "N", "C", "C", "C", "C", "H", "H", "H", "H", "H", "N", "C", "C", "C", "C", "H", "H", "H", "H", "H", "N", "C", "C", "C", "C", "H", "H", "H", "H", "H", "N", "C", "C", "C", "C", "H", "H", "H", "H", "H"], "positions_angstrom": [[3.103, 1.506, -2.200], [4.274, 0.116, -2.219], [5.583, 0.636, -2.731], [4.476, -0.035, -0.451], [2.251, 1.196, -1.598], [2.860, 1.629, -3.257], [3.560, 2.439, -1.873], [5.170, -0.839, -0.208], [3.515, -0.291, 0.003], [4.857, 0.885, -0.007], [3.214, 5.887, 2.126], [4.210, 4.374, 2.060], [4.423, 4.060, 0.610], [2.889, 3.278, 2.622], [3.474, 6.536, 1.292], [3.517, 6.471, 3.000], [2.153, 5.666, 2.187], [2.042, 3.310, 1.929], [2.493, 3.678, 3.559], [3.142, 2.222, 2.681], [-1.480, 0.722, 1.330], [-0.018, 0.786, 0.254], [1.236, 0.851, 1.055], [-0.162, -0.866, -0.483], [-1.394, -0.269, 1.799], [-2.469, 0.563, 0.888], [-1.600, 1.499, 2.078], [-0.801, -0.733, -1.362], [-0.678, -1.622, 0.115], [0.792, -1.261, -0.826], [-0.264, -2.114, 4.988], [0.111, -3.701, 4.176], [-0.839, -4.690, 4.824], [-0.752, -3.279, 2.667], [0.103, -2.171, 6.007], [-1.349, -2.079, 4.926], [0.236, -1.336, 4.416], [-1.824, -3.208, 2.828], [-0.508, -3.934, 1.832], [-0.370, -2.291, 2.377], [4.936, -1.393, 4.130], [4.458, -2.071, 3.047], [3.203, -1.581, 2.749], [2.939, -0.572, 3.702], [4.015, -0.466, 4.545], [5.787, -1.583, 4.623], [5.065, -2.877, 2.668], [2.469, -2.028, 2.100], [2.012, -0.020, 3.691], [4.116, 0.104, 5.452], [-2.435, 3.144, -2.043], [-2.021, 4.427, -1.739], [-2.700, 4.793, -0.611], [-3.498, 3.693, -0.180], [-3.237, 2.673, -1.053], [-2.182, 2.530, -2.797], [-1.292, 4.967, -2.315], [-2.525, 5.705, -0.063], [-3.968, 3.692, 0.791], [-3.595, 1.655, -1.047], [-5.418, -0.044, 1.325], [-5.171, -1.298, 0.814], [-4.427, -1.979, 1.740], [-4.184, -1.114, 2.842], [-4.810, 0.065, 2.552], [-5.823, 0.656, 0.731], [-5.549, -1.534, -0.167], [-4.033, -2.971, 1.585], [-3.543, -1.364, 3.669], [-4.939, 0.999, 3.073], [-3.031, -3.038, -3.691], [-3.261, -2.980, -5.040], [-3.387, -1.660, -5.400], [-3.368, -0.899, -4.197], [-3.138, -1.782, -3.176], [-2.929, -3.870, -3.141], [-3.338, -3.858, -5.660], [-3.619, -1.335, -6.400], [-3.565, 0.161, -4.184], [-3.101, -1.670, -2.102], [-0.115, -1.670, -5.199], [0.525, -2.281, -6.221], [1.875, -2.318, -5.890], [2.004, -1.755, -4.616], [0.761, -1.267, -4.228], [-1.116, -1.549, -5.125], [0.053, -2.661, -7.110], [2.652, -2.703, -6.529], [2.906, -1.747, -4.026], [0.366, -0.917, -3.292]], "lowdin_charge": [-0.234, 0.799, -0.555, -0.271, 0.014, 0.045, 0.059, 0.049, 0.023, 0.062, -0.267, 0.825, -0.570, -0.279, 0.053, 0.044, 0.043, 0.045, 0.053, 0.030, -0.250, 0.810, -0.548, -0.246, 0.021, 0.033, 0.063, 0.020, 0.037, 0.057, -0.237, 0.832, -0.573, -0.282, 0.055, 0.041, 0.024, 0.042, 0.057, 0.019, 0.007, -0.128, -0.115, -0.139, -0.126, 0.144, 0.109, 0.087, 0.079, 0.106, 0.015, -0.117, -0.115, -0.111, -0.182, 0.140, 0.107, 0.092, 0.088, 0.096, 0.011, -0.141, -0.119, -0.111, -0.144, 0.141, 0.104, 0.088, 0.085, 0.110, 0.028, -0.132, -0.125, -0.112, -0.156, 0.150, 0.114, 0.101, 0.090, 0.100, 0.005, -0.134, -0.110, -0.118, -0.117, 0.086, 0.104, 0.090, 0.057, 0.074], "e_lumo_ev": 0.14, "energy_ev": -88806.565, "de_lowest_kj_mol": 97.9}